No. 1
A 6-piece molecular cluster, CH12O6 overall at a distorted geometry. Source: the Open Molecules 2025 dataset; level of theory: ωB97M-V with the def2-TZVPD basis set.

Summary:
LUMO energy in eV: 0.20
Energy relative to the best compared isomer or geometry (same formula, charge and spin) in kcal/mol: 19.6
SMILES: C=O.O.O.O.O.O
DFT total energy in Eh: -496.6991
Max |F| in eV Å⁻¹: 5.4

```
! RIJCOSX wB97M-V def2-TZVPD def2/J DEFGRID3
* xyz 0 1
O 2.20 1.56 -0.23
C 2.39 1.12 0.95
H 3.13 1.56 1.60
H 1.55 0.59 1.47
H 0.22 -1.85 0.73
H 1.17 -3.01 0.14
O 0.86 -2.12 -0.05
H -1.84 1.98 -1.85
H -1.30 0.57 -1.94
O -2.01 1.07 -1.56
H -0.66 1.39 0.45
H -1.06 0.77 1.81
O -0.63 1.57 1.44
H 0.62 -0.98 -1.65
H 1.09 0.33 -2.48
O 0.45 -0.40 -2.44
H -2.17 -1.01 0.51
H -2.32 -1.87 1.76
O -1.68 -1.28 1.34
*
```

=====

No. 2
A 6-piece molecular cluster, CH12O6 overall at a distorted geometry. Source: the Open Molecules 2025 dataset; level of theory: ωB97M-V with the def2-TZVPD basis set.

Summary:
LUMO energy in eV: -0.01
Energy relative to the best compared isomer or geometry (same formula, charge and spin) in kcal/mol: 69.7
SMILES: C=O.O.O.O.O.O
DFT total energy in Eh: -496.6192
Max |F| in eV Å⁻¹: 3.8

```
! RIJCOSX wB97M-V def2-TZVPD def2/J DEFGRID3
* xyz 0 1
O -1.76 -1.01 -0.27
C -2.07 -1.44 0.85
H -2.07 -0.70 1.86
H -2.76 -2.34 1.03
H 1.01 -0.67 1.14
H 1.99 -1.81 1.52
O 1.07 -1.59 1.34
H -0.04 1.90 -2.10
H 0.55 0.07 -1.75
O 0.22 1.00 -2.03
H -0.40 1.70 -0.66
H -1.47 1.93 0.72
O -0.90 2.28 0.00
H 0.66 -2.04 -0.78
H 0.24 -1.42 -2.02
O 1.03 -1.59 -1.57
H 1.46 2.33 0.88
H 1.09 2.04 2.18
O 1.87 1.87 1.64
*
```

=====

No. 3
CH12O9Y as an isolated structure at a distorted geometry. Source: the Open Molecules 2025 dataset; level of theory: ωB97M-V with the def2-TZVPD basis set.

Summary:
LUMO energy in eV: -4.12
Energy relative to the best compared isomer or geometry (same formula, charge and spin) in kcal/mol: 15.1
DFT total energy in Eh: -760.7129
Max |F| in eV Å⁻¹: 8.1

```
! RIJCOSX wB97M-V def2-TZVPD def2/J DEFGRID3
* xyz 1 1
Y -8.32 -5.19 -7.34
C -6.06 -4.28 -8.34
O -7.22 -4.46 -9.00
O -6.17 -4.59 -7.15
O -5.06 -4.48 -9.04
O -7.29 -6.96 -6.26
H -7.85 -7.54 -5.70
H -6.82 -7.66 -6.70
O -10.06 -4.73 -8.88
H -9.87 -4.04 -9.55
H -10.91 -5.00 -9.25
O -9.95 -6.61 -6.44
H -10.35 -6.73 -5.59
H -10.50 -7.13 -7.00
O -8.21 -6.88 -8.97
H -8.21 -7.88 -9.06
H -8.05 -6.50 -9.86
O -8.56 -2.84 -7.27
H -8.10 -2.05 -7.60
H -9.37 -2.40 -7.00
O -8.11 -4.80 -5.08
H -8.74 -4.71 -4.35
H -7.21 -4.96 -4.72
*
```

=====

No. 4
A 5-piece molecular cluster, CH13N2O4 overall at a distorted geometry. Source: the Open Molecules 2025 dataset; level of theory: ωB97M-V with the def2-TZVPD basis set.

Summary:
LUMO energy in eV: -2.95
Energy relative to the best compared isomer or geometry (same formula, charge and spin) in kcal/mol: 22.3
DFT total energy in Eh: -456.1368
Max |F| in eV Å⁻¹: 2.5

```
! RIJCOSX wB97M-V def2-TZVPD def2/J DEFGRID3
* xyz 1 1
N 0.37 0.29 -1.96
C -0.48 0.44 -0.96
N -0.57 1.65 -0.42
H 1.00 1.07 -2.21
H 0.64 -0.60 -2.38
H -1.16 -0.28 -0.51
H -1.32 1.88 0.21
H 0.06 2.44 -0.60
H 2.43 -5.43 2.26
H 1.69 -6.60 1.77
O 1.59 -5.64 1.83
H -5.23 1.48 -0.18
H -6.06 2.50 0.56
O -5.20 2.05 0.61
H 1.58 0.03 1.96
H 0.28 -0.37 2.47
O 0.66 0.02 1.66
H 3.48 1.94 -2.03
H 3.43 1.52 -0.67
O 2.80 1.62 -1.41
*
```

=====

no.,HOMO-LUMO gap (Eh),HOMO energy (eV)
1,0.37692,-10.06
2,0.39458,-10.74
3,0.22587,-10.27
4,0.38975,-13.56